[1]
Entry from the OMol25 dataset: a structure of composition C16H17IrN5O2 (the ωB97M-V functional and the def2-TZVPD basis).

Its net charge is +1. As for the calculated total energy: -31245.89167 eV. The HOMO energy is -11.51 eV.

CARTESIAN COORDINATES (ANGSTROEM)
Ir 1.396 0.682 0.544
N 1.476 -0.182 -1.471
C 0.667 -1.307 -1.925
C 1.061 -1.924 -3.105
C 0.369 -3.012 -3.602
C -0.721 -3.499 -2.894
C -1.120 -2.872 -1.729
C -0.454 -1.745 -1.233
C -0.965 -1.131 0.015
C -2.344 -1.130 0.266
C -2.848 -0.766 1.506
C -1.979 -0.424 2.534
C -0.614 -0.368 2.286
C -0.117 -0.652 1.015
H 2.453 -0.469 -1.506
H 1.370 0.594 -2.119
H 1.927 -1.546 -3.638
H 0.689 -3.482 -4.521
H -1.257 -4.368 -3.250
H -1.949 -3.278 -1.166
H -3.018 -1.448 -0.519
H -3.914 -0.804 1.684
H -2.362 -0.210 3.522
H 0.076 -0.148 3.094
N 1.848 1.655 2.546
N 2.388 0.567 3.272
C 3.214 -0.331 2.543
O 3.889 -1.115 3.151
O 3.119 -0.175 1.251
H 2.517 2.420 2.451
H 1.029 1.994 3.040
H 2.711 0.756 4.211
N -1.291 1.955 -0.415
C -1.923 3.048 -0.865
C -0.979 4.044 -0.991
C 0.221 3.453 -0.587
N 0.018 2.186 -0.242
H -1.681 1.040 -0.216
H -2.981 3.051 -1.066
H -1.130 5.053 -1.329
H 1.206 3.888 -0.541

=====

[2]
Entry from the OMol25 dataset: a structure of composition C45H76FN13O3Si2 (the ωB97M-V functional and the def2-TZVPD basis).

Its net charge is 0. As for the calculated total energy: -91887.01110 eV. The HOMO energy is -8.23 eV.

CARTESIAN COORDINATES (ANGSTROEM)
C -3.140 3.908 3.422
C -2.629 2.716 4.236
C -1.273 2.194 3.725
Si -1.376 1.049 2.254
C 0.312 0.663 1.581
C 0.803 1.921 0.816
C 0.768 1.713 -0.702
C 2.052 1.027 -1.208
C 3.081 2.038 -1.723
C 4.404 1.396 -2.133
C 4.301 0.305 -3.208
C 3.560 0.744 -4.480
C 4.428 1.678 -5.321
C 3.675 2.451 -6.414
C 4.632 2.995 -7.494
C 4.243 2.709 -8.949
N 3.734 1.371 -9.198
C 2.712 1.104 -10.074
C 2.493 -0.258 -10.100
C 3.420 -0.841 -9.193
C 4.173 0.190 -8.661
O -2.157 -0.370 2.739
Si -3.752 -0.650 2.790
F -3.987 -2.205 2.475
N -4.620 0.252 1.581
C -5.519 1.327 1.964
C -6.539 1.106 3.043
O -5.441 2.369 1.371
C -5.076 -0.520 0.430
C -6.387 -1.261 0.526
O -4.390 -0.582 -0.546
H -2.517 4.785 3.612
H -3.089 3.692 2.352
H -4.177 4.140 3.668
H -2.523 3.022 5.281
H -3.385 1.920 4.239
H -0.726 1.691 4.530
H -0.656 3.046 3.412
H -2.139 1.719 1.180
H 1.004 0.342 2.362
H 0.217 -0.175 0.882
H 0.143 2.770 1.049
H 1.803 2.206 1.133
H -0.099 1.106 -0.978
H 0.657 2.677 -1.209
H 2.514 0.466 -0.388
H 1.804 0.325 -2.009
H 3.271 2.764 -0.924
H 2.630 2.594 -2.553
H 5.124 2.164 -2.430
H 4.819 0.919 -1.237
H 3.845 -0.588 -2.777
H 5.314 0.031 -3.511
H 2.603 1.215 -4.233
H 3.347 -0.143 -5.087
H 5.199 1.061 -5.796
H 4.939 2.404 -4.682
H 2.901 1.821 -6.859
H 3.172 3.295 -5.934
H 4.706 4.082 -7.415
H 5.638 2.605 -7.313
H 5.120 2.881 -9.581
H 3.473 3.405 -9.287
H 2.211 1.892 -10.616
H 1.748 -0.762 -10.696
H 3.526 -1.890 -8.975
H 4.973 0.157 -7.936
H -4.263 -0.405 4.142
H -6.104 0.733 3.968
H -7.031 2.058 3.244
H -7.297 0.389 2.730
H -7.039 -0.896 -0.271
H -6.172 -2.307 0.303
H -6.882 -1.182 1.489
C 4.634 -0.554 4.109
C 3.999 0.434 3.245
N 3.502 1.213 2.566
H 5.474 -1.012 3.591
H 5.001 -0.082 5.017
H 3.916 -1.328 4.376
C 4.623 -4.533 -2.833
C 5.272 -3.501 -2.033
N 5.775 -2.700 -1.386
H 3.552 -4.343 -2.881
H 5.032 -4.530 -3.841
H 4.790 -5.511 -2.383
C 4.189 -2.360 8.368
C 5.249 -1.939 7.460
N 6.067 -1.607 6.728
H 3.490 -3.009 7.848
H 4.609 -2.894 9.218
H 3.639 -1.493 8.729
C 2.039 -6.073 7.770
C 2.190 -5.293 8.991
N 2.301 -4.665 9.945
H 1.195 -6.754 7.867
H 1.861 -5.401 6.932
H 2.942 -6.652 7.584
C 5.565 -2.312 -12.080
C 5.402 -3.190 -10.929
N 5.245 -3.864 -10.015
H 6.440 -1.681 -11.938
H 5.691 -2.903 -12.985
H 4.684 -1.678 -12.176
C -6.173 -3.422 5.409
C -6.935 -2.503 4.573
N -7.544 -1.793 3.910
H -5.298 -3.775 4.866
H -5.846 -2.925 6.320
H -6.798 -4.273 5.675
C -1.143 -3.270 9.396
C -0.097 -2.890 8.459
N 0.758 -2.619 7.744
H -1.848 -3.946 8.916
H -0.686 -3.764 10.253
H -1.679 -2.383 9.730
C 4.375 -3.157 -6.651
C 5.277 -2.425 -5.771
N 5.985 -1.858 -5.069
H 3.425 -2.629 -6.721
H 4.809 -3.242 -7.647
H 4.200 -4.157 -6.257
C -4.747 -3.131 11.254
C -4.729 -3.210 9.798
N -4.707 -3.266 8.653
H -5.001 -4.102 11.673
H -3.769 -2.828 11.623
H -5.488 -2.400 11.574
C -7.834 4.447 0.393
C -9.162 4.971 0.097
N -10.213 5.375 -0.127
H -7.122 4.771 -0.365
H -7.498 4.804 1.365
H -7.854 3.360 0.407
C -9.334 7.183 -2.776
C -8.403 7.572 -3.830
N -7.668 7.878 -4.656
H -9.991 6.391 -3.127
H -8.789 6.825 -1.907
H -9.938 8.038 -2.480